A 11-piece molecular cluster, C34H93N3O14 overall. Source: the Open Molecules 2025 dataset; level of theory: wB97M-V/def2-TZVPD.

Atoms and positions in Å:
C: 5.925077 -2.120105 1.350043
O: 4.939109 -1.126388 1.321156
C: 4.790896 -0.571255 2.621882
C: 3.899484 0.624622 2.539761
N: 4.636535 1.840393 2.186327
C: 3.785227 2.977154 2.170807
C: 4.556455 4.198355 1.632807
O: 3.848067 5.361357 1.860396
C: 4.632857 6.456710 1.783868
H: 6.021361 -2.542334 0.300078
H: 5.615662 -2.951004 2.023154
H: 6.815206 -1.806287 1.852833
H: 5.744808 -0.276184 3.085778
H: 4.303145 -1.299836 3.225323
H: 3.522442 0.893387 3.516058
H: 3.078178 0.410588 1.891284
H: 5.129235 1.886192 1.219770
H: 3.415700 3.196725 3.158919
H: 2.816143 2.773317 1.652972
H: 4.765262 4.040514 0.628375
H: 5.561785 4.266835 2.105953
H: 5.228838 6.471806 0.764014
H: 5.414866 6.485114 2.561158
H: 3.987372 7.345700 1.845826
C: 0.691863 -4.023052 -2.356974
O: -0.049574 -3.609351 -3.541661
C: 0.459147 -2.450502 -4.196066
C: 1.706305 -2.615934 -5.088948
N: 1.641285 -3.720506 -6.007107
C: 0.774277 -3.359022 -7.195015
C: 1.708437 -3.055851 -8.343914
O: 2.393639 -1.839420 -8.030164
C: 3.392751 -1.555873 -8.970816
H: 0.091075 -4.702914 -1.765784
H: 0.900772 -3.172049 -1.706757
H: 1.678250 -4.474656 -2.519449
H: 0.659935 -1.649610 -3.473679
H: -0.410063 -2.107501 -4.722815
H: 2.543409 -2.771879 -4.451497
H: 1.870395 -1.668090 -5.650477
H: 1.237187 -4.456188 -5.504483
H: 0.103913 -2.501864 -7.067769
H: 0.222073 -4.301605 -7.392796
H: 1.105459 -2.908079 -9.250633
H: 2.417550 -3.859675 -8.552662
H: 3.934124 -0.722808 -8.535133
H: 3.038961 -1.298479 -10.021667
H: 4.175273 -2.350278 -9.132959
C: -6.821486 -4.012342 -2.772004
O: -5.526098 -3.966008 -2.233026
C: -5.110027 -5.150132 -1.493581
C: -3.800938 -4.830393 -0.768303
N: -3.866038 -3.796862 0.197520
C: -2.616642 -3.429683 0.817440
C: -2.851575 -3.021631 2.214416
O: -3.586381 -1.809979 2.298810
C: -4.327345 -1.667307 3.499641
H: -7.602323 -4.098341 -1.968142
H: -7.061813 -4.840573 -3.458504
H: -6.933289 -3.093713 -3.250708
H: -5.027224 -5.963752 -2.140715
H: -5.865783 -5.412104 -0.736681
H: -3.159772 -4.526928 -1.712826
H: -3.443127 -5.765118 -0.321555
H: -4.332809 -2.992139 -0.107420
H: -2.018571 -2.709171 0.245545
H: -1.976886 -4.369201 0.874780
H: -1.945633 -2.856027 2.788152
H: -3.361529 -3.864689 2.656329
H: -4.838920 -0.722702 3.566588
H: -3.699657 -1.716959 4.441175
H: -5.136363 -2.374294 3.556201
C: -1.356684 0.530032 -2.822869
C: -1.205890 -0.125637 -1.395337
O: -1.225139 0.897518 -0.408000
H: -2.356103 1.000246 -2.902172
H: -1.270397 -0.163647 -3.649496
H: -0.581408 1.339064 -2.958836
H: -0.241499 -0.734089 -1.357619
H: -2.007637 -0.807243 -1.181394
H: -0.703113 0.566519 0.322838
C: 2.162740 2.235007 5.810965
C: 1.316614 2.932471 6.880842
O: -0.148365 2.785438 6.631744
H: 1.703670 1.250590 5.508349
H: 3.179799 2.155950 6.123453
H: 2.113247 2.872739 4.941486
H: 1.631631 3.986692 6.931503
H: 1.451350 2.458667 7.855915
H: -0.367225 3.370146 5.864948
C: -4.740801 3.448281 4.367889
C: -3.311030 3.386548 5.061965
O: -2.204970 3.642358 4.188300
H: -5.446656 3.167944 5.154678
H: -4.732558 2.806188 3.503119
H: -4.963207 4.475559 4.026639
H: -3.174187 2.318276 5.453471
H: -3.234757 4.070029 5.902222
H: -2.513438 4.269802 3.537407
C: 3.503517 -5.106164 -0.573306
C: 3.093125 -3.955959 0.311224
O: 3.659894 -2.776054 -0.248416
H: 4.208521 -5.745982 -0.020038
H: 3.979566 -4.838980 -1.513007
H: 2.640012 -5.700237 -0.926187
H: 3.338626 -4.136384 1.358344
H: 2.022504 -3.850583 0.403060
H: 3.939121 -2.020766 0.321119
C: 3.405449 1.337026 -2.033243
C: 2.146156 2.058223 -2.302054
O: 1.382131 1.924982 -1.108821
H: 3.978674 1.830177 -1.284157
H: 3.999042 1.427571 -2.963310
H: 3.261245 0.298919 -1.741165
H: 1.634991 1.488061 -3.114898
H: 2.337830 3.099414 -2.736196
H: 0.421791 2.089452 -1.284797
C: -2.915307 7.024814 0.242546
C: -2.257395 5.726672 0.561843
O: -2.946686 4.879479 1.524971
H: -3.877494 6.791326 -0.187804
H: -2.272892 7.541451 -0.404678
H: -3.102845 7.520263 1.185285
H: -1.236626 5.921676 0.987026
H: -2.063553 5.116927 -0.343988
H: -3.135698 4.030499 1.092074
C: -4.687062 0.233276 -0.458386
C: -4.669033 1.499505 0.384255
O: -3.622363 2.387289 -0.045867
H: -5.676517 -0.166370 -0.432589
H: -3.913131 -0.503088 -0.108171
H: -4.584282 0.491864 -1.497505
H: -4.595439 1.260676 1.469601
H: -5.567662 2.074235 0.214372
H: -2.853788 1.802644 -0.223318
C: -0.750776 0.756582 3.336210
C: 0.262478 1.552560 2.532353
O: 0.682300 0.752323 1.434849
H: -1.152153 1.372984 4.141793
H: -0.185256 -0.052273 3.837563
H: -1.493582 0.435427 2.631194
H: 1.121598 1.867862 3.186455
H: -0.236607 2.466566 2.185552
H: 1.193631 1.286574 0.805753

Forces on the atoms, in the same order (eV/Å):
-0.43 -2.09 -0.69
0.77 0.82 0.36
-0.28 0.65 -0.21
1.28 1.03 -0.10
1.73 -0.01 -2.30
-0.94 1.06 -0.09
0.04 -1.18 2.32
-1.53 -0.96 0.24
1.94 1.86 -1.94
0.31 0.69 1.47
-0.28 0.08 -0.47
0.99 0.71 -0.38
-0.03 -0.24 -0.35
-0.28 -0.87 0.80
-0.37 -0.39 0.48
-0.80 -0.15 -0.55
-1.11 -1.13 2.06
0.25 0.22 0.78
0.57 0.43 -0.50
0.22 -0.06 -2.45
-0.50 -0.25 0.22
-1.07 0.22 1.58
-0.22 0.03 0.05
0.40 -0.22 -0.03
-0.02 0.79 -0.40
1.27 -0.70 1.00
0.05 0.28 0.40
-0.71 0.74 0.24
-0.51 1.93 -1.74
1.32 -1.97 0.58
-0.59 0.66 -0.27
-0.04 -0.96 -0.70
0.96 0.18 -0.95
-0.33 -0.26 -0.27
-0.12 0.36 -0.06
-0.29 -0.05 -0.61
0.18 -0.11 0.25
-0.34 0.20 -0.82
0.92 0.02 0.67
-0.06 -0.61 0.46
-0.83 -1.44 0.62
-0.03 -0.24 0.34
-0.08 0.82 -0.32
0.07 0.08 -0.14
0.06 -0.06 0.30
0.07 0.35 -0.31
-0.05 -0.14 1.26
-0.91 0.18 0.47
-0.78 -1.45 1.63
0.65 -1.15 0.56
-1.01 2.37 1.76
0.62 0.08 -3.48
0.12 -0.80 1.04
1.20 -1.50 -0.68
0.08 0.70 1.19
-0.66 0.26 0.06
0.82 -0.09 0.90
0.58 0.19 -0.39
0.63 0.07 -0.03
-0.44 1.45 -0.98
0.47 -1.40 -1.22
-0.20 0.20 -0.14
-0.26 -0.67 1.73
0.21 0.22 -0.13
-0.92 1.10 -0.71
-0.08 0.15 -0.05
-0.62 1.03 -0.07
0.59 -0.17 -0.02
-0.60 -0.12 0.49
0.19 0.74 -0.55
-0.36 -0.23 -1.02
-0.17 -0.85 0.07
0.02 0.75 1.29
1.26 0.01 -1.59
-0.50 0.08 -1.12
0.50 -0.10 0.10
0.12 -0.32 0.07
-0.79 -0.85 0.13
-0.97 0.89 0.07
-0.51 -0.47 -0.23
0.60 0.10 0.95
-1.94 -0.33 -0.25
-1.26 -0.71 -0.16
1.73 1.13 -0.70
0.65 0.82 0.56
0.76 -0.27 0.20
0.21 0.11 -0.50
-0.38 -0.23 0.15
0.03 0.18 -0.07
0.08 -0.70 0.73
1.85 1.01 1.11
-0.59 -1.56 -0.43
-0.41 -0.42 0.55
-0.18 -0.14 -0.44
-0.26 -0.44 -0.16
0.08 -0.40 0.18
-0.09 1.46 -0.42
-0.29 0.08 0.25
0.04 0.46 -0.74
-0.22 -1.40 -0.05
0.14 1.11 0.01
0.00 0.30 -0.46
-0.29 -0.06 -0.39
0.20 0.65 0.18
0.32 -0.02 0.61
0.78 0.08 0.10
-0.70 0.09 -0.53
-0.81 -0.98 0.21
1.24 0.03 -1.30
-0.91 -0.37 -1.08
-1.27 1.09 -0.30
0.47 0.41 0.86
0.00 -0.49 0.41
-0.09 -0.02 -0.16
0.08 0.50 0.34
-0.46 -0.98 1.15
1.03 -0.23 0.34
-1.26 -1.50 1.32
1.81 -1.77 0.57
0.07 0.70 -0.51
-0.33 0.32 -0.46
0.62 1.11 -0.90
0.09 0.60 0.07
-0.73 -0.09 -0.23
-0.26 0.36 0.27
-0.08 0.03 -0.07
0.65 -0.04 0.74
0.42 0.23 -0.05
0.35 -0.66 0.34
-0.65 -0.82 0.45
-0.85 0.62 -0.46
0.57 0.15 -0.52
0.07 0.15 -0.57
-0.46 0.03 0.13
0.02 0.52 0.19
1.62 0.20 0.63
-0.01 0.79 0.86
0.29 -0.13 0.02
-0.22 0.04 -0.28
-0.65 -0.12 -0.45
-0.65 -0.55 0.09
-0.57 -0.36 -0.70
0.19 0.01 -0.14
-0.04 -0.03 -0.03

Results
HOMO level	-8.67	eV
orbital gap	0.345	hartree
relative energy (zero: lowest compared OMol25 entry of this formula, charge and spin)	16.4	kcal per mole
SMILES	COCCNCCOC.COCCNCCOC.COCCNCCOC.CCO.CCO.CCO.CCO.CCO.CCO.CCO.CCO
DFT total energy	-69893.755	eV